Density functional theory data (wB97M-V/def2-TZVPD) for a molecular structure, C14H14Br30F3N2O2 in a non-equilibrium geometry.

Structure (XYZ):
```
65
Properties=species:S:1:pos:R:3:forces:R:3:mulliken_charge:R:1
C -1.040204 2.265940 -1.861294 0.11 -0.24 0.52 -0.571
C -0.049515 1.239660 -2.330183 0.52 0.71 0.15 0.708
F -0.767573 -0.055219 -2.366187 -0.13 -0.04 -0.29 -0.319
N 1.017830 1.264116 -1.467867 -0.38 -0.46 0.22 -0.694
N 2.097116 0.422923 -2.048868 1.40 0.29 0.74 0.469
C 2.729940 -0.155911 -0.918685 -0.47 0.34 0.00 0.465
O 3.215449 0.405814 0.008037 0.22 -0.23 -0.18 -0.620
F 2.700842 -1.487724 -0.960011 -0.08 -0.23 0.00 -0.265
C 2.980918 1.169036 -2.778694 -0.85 0.59 -0.85 0.279
O 2.702140 1.946245 -3.640096 0.03 -0.19 0.72 -0.247
F 4.275154 0.963100 -2.486004 0.55 -0.50 0.10 -0.240
H -1.953237 2.198119 -2.435868 0.22 0.60 0.12 0.269
H -1.245865 2.043297 -0.817985 -0.14 -0.04 0.18 0.044
H -0.566458 3.235500 -1.898743 -0.29 -0.03 0.02 -0.309
H 0.239069 1.453055 -3.364171 -0.26 -0.61 -0.35 0.024
C -5.162936 1.358094 -3.317577 0.16 -0.12 -0.15 -0.353
Br -3.420261 0.577327 -3.213073 -0.37 -0.50 -0.28 -0.007
Br -6.178593 0.910132 -1.750974 -0.17 0.09 0.08 -0.024
Br -5.029647 3.259363 -3.606522 -0.11 0.04 0.09 -0.052
H -5.678863 0.943574 -4.170168 -0.07 0.01 0.00 0.353
C -0.569782 6.012444 -2.925067 0.11 -0.07 -0.08 -0.421
Br -2.173949 5.926034 -3.993544 0.03 -0.01 -0.01 -0.048
Br -0.974987 5.947461 -1.046421 -0.04 0.06 0.07 -0.030
Br 0.699872 4.659754 -3.419623 0.32 0.26 -0.25 0.076
H -0.112695 6.970188 -3.119553 -0.03 0.05 0.00 0.401
C -4.754653 1.796217 2.053059 0.08 0.13 -0.12 -0.347
Br -5.260336 -0.045351 1.833777 0.03 -0.07 0.04 -0.027
Br -4.601020 2.266021 3.916226 0.01 0.00 0.02 -0.072
Br -3.164650 2.226523 1.066019 -0.09 -0.10 0.05 0.229
H -5.552040 2.395674 1.640315 -0.06 0.00 0.02 0.347
C 4.693787 2.303039 -6.683974 -0.19 0.16 0.16 -0.349
Br 5.075635 2.778670 -8.514770 0.06 -0.03 -0.07 -0.085
Br 3.110031 3.167277 -6.040162 0.16 0.36 -0.84 0.046
Br 4.606626 0.398286 -6.452051 0.00 -0.07 -0.01 -0.052
H 5.518973 2.659330 -6.086581 0.05 -0.01 0.00 0.361
C 1.905795 0.222774 2.629159 -0.17 -0.05 0.07 0.990
Br 3.065515 -0.704372 3.860325 0.06 0.00 0.01 -0.061
Br 0.132179 -0.514684 2.646953 -0.04 -0.02 -0.04 0.036
Br 1.868584 2.114039 2.966757 0.08 0.05 0.02 -0.051
H 2.318331 0.084577 1.639186 -0.05 0.04 0.15 -0.759
C -1.799553 -4.173992 -1.489066 0.03 0.06 -0.11 -0.401
Br 0.039818 -3.881442 -1.019470 -0.01 0.03 0.04 -0.002
Br -2.777508 -5.008433 -0.045724 -0.04 -0.04 0.08 -0.001
Br -2.642829 -2.557648 -2.073324 -0.04 -0.09 0.09 0.081
H -1.813545 -4.865285 -2.317670 0.00 -0.06 0.01 0.334
C -6.021723 -7.444557 0.053180 0.03 0.04 -0.02 -0.242
Br -6.562927 -6.447718 -1.496821 -0.01 0.00 0.02 0.013
Br -6.387190 -6.487331 1.680677 0.01 0.00 -0.03 0.000
Br -6.806025 -9.202660 0.075283 -0.01 -0.01 0.01 -0.044
H -4.950976 -7.573413 -0.008049 0.03 0.01 0.00 0.249
C 5.482622 3.474725 0.734009 -0.13 0.02 0.05 -0.025
Br 4.305603 4.414387 -0.455189 0.03 -0.09 -0.05 0.028
Br 6.851319 2.499357 -0.194045 -0.01 0.00 -0.07 -0.026
Br 6.250297 4.663492 2.047497 0.00 0.00 0.03 -0.076
H 4.881221 2.755169 1.271213 -0.03 -0.05 0.00 0.052
C 1.153184 -1.206839 7.639121 -0.09 0.08 -0.06 -0.369
Br 1.360023 0.637969 7.147625 0.01 -0.01 0.00 -0.018
Br 0.252795 -2.208940 6.272720 0.02 -0.05 0.00 0.023
Br 2.840949 -2.014266 8.110126 0.04 0.00 -0.01 -0.073
H 0.531875 -1.234401 8.521013 0.02 -0.03 0.05 0.417
C 1.839256 -5.634045 7.032571 -0.02 0.06 -0.06 0.460
Br 0.032672 -6.121024 7.476632 0.00 -0.03 0.02 -0.012
Br 3.119769 -6.672807 8.025245 0.00 0.00 0.01 -0.045
Br 2.154116 -5.728494 5.141807 0.00 0.00 0.01 0.025
H 1.970236 -4.602145 7.325544 0.00 0.03 0.01 -0.442
```
Forces are in eV/Å.

Properties
**Orbital gap**: 6.15 eV
**Molecular weight**: 2696.392 g/mol
**Total energy**: -78321.803540 a.u.
**Total charge**: -1
**Lowest unoccupied orbital energy**: 1.28 eV
**HOMO**: -4.87 eV

***

Density functional theory data (wB97M-V/def2-TZVPD) for C14H14BrFN2O3S2 in the gas phase in a non-equilibrium geometry.

Structure (XYZ):
```
37
Properties=species:S:1:pos:R:3:forces:R:3:mulliken_charge:R:1
O 3.501746 2.784002 0.591948 0.44 0.23 -0.07 -0.669
C 2.343208 2.421772 0.615376 -0.53 0.14 -0.22 0.496
N 1.881106 1.474401 1.459736 -0.07 -0.36 0.22 0.230
H 0.893977 1.245528 1.484334 0.11 0.17 -0.07 0.234
C 2.708371 0.918512 2.515786 0.10 0.11 0.01 -1.575
C 2.357677 1.540391 3.842621 0.06 -0.15 -0.03 0.494
C 1.505418 0.896008 4.729187 0.16 0.13 -0.07 -0.359
C 1.150383 1.492091 5.926330 -0.02 0.21 0.20 -0.539
C 1.655402 2.745646 6.217579 0.00 -0.11 -0.12 0.357
C 2.498591 3.415238 5.348972 -0.11 0.01 0.17 -0.636
C 2.844925 2.803627 4.158656 -0.06 -0.11 0.06 -0.210
H 3.498115 3.307447 3.462357 0.09 0.07 -0.09 0.437
H 2.870980 4.393213 5.609331 0.03 0.10 0.05 0.431
F 1.314670 3.332958 7.384111 0.02 -0.03 -0.07 -0.325
H 0.492463 1.002288 6.626528 -0.06 -0.02 0.09 0.423
H 1.115386 -0.080878 4.484661 -0.04 -0.13 -0.02 0.345
H 2.560931 -0.164669 2.547632 0.08 0.07 0.02 0.484
H 3.745338 1.143602 2.252059 -0.14 -0.16 0.04 0.483
C 1.298638 2.942050 -0.364148 0.27 0.00 -0.11 -0.532
H 1.599663 3.939623 -0.684855 -0.02 -0.02 0.10 0.359
H 0.316124 2.991661 0.107646 0.01 0.11 0.01 0.362
C 1.213094 2.032589 -1.596763 -0.10 0.57 -0.04 -0.963
N 0.799869 0.676290 -1.280168 -0.84 -0.18 0.10 -0.250
S -0.748293 0.531293 -0.665639 0.41 -1.04 -0.11 1.218
O -0.709034 0.388552 0.767157 -0.05 -0.21 0.01 -0.741
O -1.568583 1.547378 -1.238566 0.10 0.21 -0.33 -0.637
C -1.217258 -1.031801 -1.341840 0.04 0.48 0.09 -0.041
C -1.347769 -2.226700 -0.701546 0.10 0.46 0.20 -0.366
C -1.725845 -3.269743 -1.569796 -0.07 0.05 -0.45 -0.403
C -1.868456 -2.824824 -2.851361 0.11 0.38 0.05 -0.037
S -1.551182 -1.129188 -3.021270 -0.16 -0.70 0.03 -0.131
Br -2.350310 -3.855545 -4.330570 -0.01 0.03 -0.02 -0.097
H -1.885773 -4.288749 -1.268817 -0.03 -0.16 0.01 0.453
H -1.185844 -2.337228 0.354482 0.04 -0.01 0.23 0.499
H 1.455349 0.213113 -0.665389 0.02 -0.22 0.16 0.374
H 2.180203 1.980209 -2.101751 -0.12 -0.03 0.00 0.469
H 0.462668 2.422522 -2.286310 0.24 0.12 -0.04 0.364
```
Forces are in eV/Å.

Properties
**Orbital gap**: 9.08 eV
**Molecular weight**: 421.313 g/mol
**Total energy**: -4347.380910 a.u.
**Lowest unoccupied orbital energy**: -0.01 eV
**HOMO**: -9.09 eV

***

Density functional theory data (wB97M-V/def2-TZVPD) for a molecular structure, C14H14ClIrNO2 in a non-equilibrium geometry.

Structure (XYZ):
```
33
Properties=species:S:1:pos:R:3:forces:R:3:mulliken_charge:R:1
Cl 2.962321 -0.891137 -2.757674 1.46 -0.30 -1.73 -0.095
C 1.280239 1.938634 -0.161236 1.55 0.23 -0.35 -0.451
C -0.010364 2.228827 -0.695859 -0.79 0.79 -1.38 -0.473
C 0.039033 2.105857 -2.113200 0.30 0.91 0.23 -0.809
H -0.873942 2.545908 -0.131127 -0.02 -0.03 -0.01 0.573
C 1.372509 1.698931 -2.483381 0.23 1.52 0.61 0.163
C 2.157622 1.627692 -1.244677 -0.52 0.87 0.66 -0.359
H 3.209055 1.363520 -1.169911 -0.28 0.21 -0.03 0.451
H 1.545007 1.987220 0.887153 0.08 -0.04 -0.16 0.541
H -0.754744 2.267958 -2.838953 0.10 -0.04 0.35 0.499
C 1.911359 1.479174 -3.849386 -0.59 0.30 0.36 -0.671
Ir 0.678563 -0.028246 -1.438289 -0.68 -2.24 1.15 1.440
C -0.765372 -1.000859 -2.129820 -4.52 -1.51 -2.65 0.114
O -1.583708 -1.697153 -2.565760 2.13 1.07 1.05 -0.397
C 1.540494 -1.653614 -1.026001 1.83 -2.93 3.05 0.234
O 1.928776 -2.696097 -0.742694 -0.69 0.93 -0.80 -0.336
H 1.121439 1.138754 -4.521232 0.23 0.24 -0.22 0.430
H 2.619331 0.602258 -3.775786 0.41 0.20 -0.44 0.128
H 2.456676 2.370502 -4.173530 0.08 -0.34 -0.32 0.353
C -2.393000 -1.686327 4.333922 1.44 0.01 -0.35 -1.288
C -1.706125 -1.225719 3.073288 -2.44 -0.70 2.06 0.965
C -2.449516 -0.751054 1.991392 -0.34 0.87 -2.31 -0.618
C -1.791432 -0.385812 0.808185 -2.27 -0.36 1.19 -0.295
N -0.460703 -0.500597 0.654202 0.62 0.29 1.10 -0.234
C 0.264429 -0.882014 1.722569 0.33 -0.46 0.71 -0.334
C -0.322348 -1.266982 2.931428 2.90 -0.01 -0.59 -0.649
H -2.981395 -0.885248 4.809477 -0.10 0.00 -0.31 0.396
H -3.085512 -2.519413 4.134595 -0.12 0.22 -0.20 0.393
H -1.650520 -2.040089 5.061688 -0.26 0.12 -0.18 0.375
H -3.533820 -0.685559 2.065655 0.24 0.06 -0.11 0.488
H -2.385129 -0.019867 -0.031745 0.36 -0.11 0.10 0.522
H 1.353338 -0.920478 1.619282 -0.44 0.05 -0.11 0.547
H 0.307440 -1.618972 3.757422 -0.22 0.20 -0.38 0.397
```
Forces are in eV/Å.

Properties
**Orbital gap (alpha / beta)**: 4.15 / 3.79 eV
**Molecular weight**: 455.941 g/mol
**Total energy**: -1310.724513 a.u.
**Total charge**: +2
**Lowest unoccupied orbital energy (alpha / beta)**: -7.99 / -12.68 eV
**HOMO (alpha / beta)**: -12.13 / -16.48 eV
**2S+1**: 6